(1)
C20H27AsN3O8S3Ti | ωB97M-V with the def2-TZVPD basis set

XYZ file:
```
63
Properties=species:S:1:pos:R:3:forces:R:3
Ti 0.55934 -0.28942 -0.38251 0.443 -0.007 -1.665
O 3.13967 -2.30321 2.52748 -0.041 0.209 -0.091
As 1.53265 -1.57792 2.35113 0.210 -0.559 0.626
O 0.44740 -2.77783 2.24109 -0.075 0.057 -0.010
O 1.69167 -0.47725 1.07758 0.075 -0.062 1.021
C 1.50373 -0.48551 3.93403 -0.062 0.224 -0.281
C 2.22666 -0.79316 5.07647 -0.018 -0.074 -0.028
C 2.23097 0.08230 6.15252 -0.006 -0.023 0.039
C 1.53164 1.27875 6.07127 -0.011 0.000 -0.006
C 0.80034 1.59083 4.93612 -0.034 -0.025 0.016
C 0.76808 0.69695 3.87287 0.052 -0.060 0.014
S 0.60697 2.25550 1.71927 -0.297 0.075 -0.180
O 0.01586 0.95422 2.75708 0.093 0.258 0.016
O 2.03850 2.27144 1.86745 0.053 0.016 0.058
O 0.14460 1.61770 0.39755 -0.030 0.245 0.554
H 3.17064 -3.01113 1.86962 0.047 -0.028 0.042
H 2.79539 -1.71356 5.10689 0.013 0.010 0.017
H 2.78175 -0.16603 7.05060 0.040 0.020 -0.018
H 1.55724 1.97693 6.89881 -0.012 -0.003 0.008
H 0.25764 2.52469 4.85779 -0.028 -0.018 0.017
N -1.97036 -2.68046 -2.11970 0.226 0.063 0.049
N -2.37833 -2.75976 -0.77693 0.223 0.028 -0.016
C -1.91229 -2.07917 0.32156 -0.013 0.275 0.328
O -2.49080 -2.21340 1.38592 0.012 0.089 0.003
O -0.94396 -1.18174 0.14256 -1.225 -0.852 0.184
H -1.84357 -1.69909 -2.34938 -0.072 0.028 -0.028
H -1.04532 -3.08866 -2.20595 0.203 0.041 0.031
H -2.95280 -3.55307 -0.55663 -0.165 0.134 0.040
C 3.10652 -3.23783 -3.17715 -0.054 0.091 0.101
C 2.61293 -2.05483 -2.37031 -0.046 -0.172 0.029
S 1.30821 -2.41201 -1.23710 -0.069 0.181 -0.530
C 3.10306 -0.81684 -2.50193 0.098 0.125 -0.031
C 4.20138 -0.47009 -3.47477 -0.058 0.000 0.065
S 2.50527 0.54249 -1.56583 0.048 -0.081 -0.126
H 2.62193 -4.14776 -2.82644 0.025 -0.027 -0.029
H 4.18660 -3.37256 -3.08023 0.004 -0.009 -0.023
H 2.87300 -3.12110 -4.23899 0.019 -0.027 -0.013
H 4.73353 -1.35433 -3.82619 0.004 0.007 -0.012
H 4.91701 0.20592 -3.00347 0.023 -0.010 -0.020
H 3.79110 0.05140 -4.34519 0.020 0.005 -0.008
C -3.33353 1.03554 1.61862 -0.014 -0.149 0.062
N -2.68091 1.54994 0.39350 0.224 0.076 0.055
C -2.90109 3.00208 0.23059 0.042 0.124 -0.033
C -3.07784 0.80083 -0.84364 0.155 -0.055 -0.253
C -2.13704 1.08104 -1.99990 0.108 0.002 -0.004
C -2.72429 1.85511 -3.00816 -0.010 -0.045 -0.031
C -2.01881 2.23180 -4.13496 -0.011 0.005 -0.017
C -0.71660 1.78121 -4.25729 -0.032 -0.026 -0.049
C -0.14671 1.00312 -3.25908 0.004 -0.269 -0.056
C -0.78238 0.63049 -2.05654 -0.424 0.567 -0.076
H -2.96255 1.59344 2.47503 0.012 0.031 -0.002
H -3.09413 -0.01873 1.74401 0.096 -0.090 -0.047
H -4.41159 1.16372 1.51854 0.019 0.041 -0.021
H -1.65069 1.43653 0.47741 0.103 -0.129 0.024
H -3.97108 3.19052 0.15120 -0.007 -0.028 0.009
H -2.39705 3.33377 -0.67367 0.018 -0.025 0.007
H -2.49256 3.52303 1.09399 0.018 -0.034 0.007
H -4.08819 1.13249 -1.09253 -0.002 -0.005 0.062
H -3.12963 -0.24699 -0.58534 0.076 -0.180 0.144
H -3.76267 2.16024 -2.90732 0.005 0.028 0.017
H -2.47836 2.84851 -4.89784 -0.012 -0.013 -0.006
H -0.13124 2.03788 -5.13350 0.001 -0.023 -0.007
H 0.86511 0.66303 -3.43009 0.017 0.056 0.071
```
Positions in Å, forces in eV/Å.

Summary:
ΔE to the lowest compared entry with this formula, charge and spin = 23.2 kcal per mole
energy = -158492.4078 eV
lowest unoccupied orbital energy = 2.237 eV
E_HOMO = -3.74 eV
gap between HOMO and LUMO = 5.976 eV
charge = -1

(2)
C20H27B2F4GaN7O5 | ωB97M-V with the def2-TZVPD basis set

XYZ file:
```
66
Properties=species:S:1:pos:R:3:forces:R:3
Ga -0.79736 -0.62691 0.59774 1.041 0.433 -0.301
C -2.42631 2.65307 -1.59999 0.018 0.027 0.043
C -1.86407 1.69606 -0.61751 -0.063 0.128 -0.072
N -1.74539 0.43907 -0.81505 -0.312 -0.278 -0.011
O -2.07862 -0.03028 -2.05161 0.222 -0.114 -0.044
B -2.40195 -1.42441 -2.12300 -0.734 0.468 0.048
F -2.69731 -1.88328 -3.30397 0.180 0.019 0.027
F -2.91161 -1.94194 -0.99287 0.135 -0.104 0.049
O -0.64291 -2.24968 -1.90014 0.320 -0.211 0.078
N -0.11237 -2.11127 -0.81938 -0.360 0.068 -0.147
C 1.05751 -2.84610 -0.57924 0.263 -0.086 0.195
C 1.54536 -3.85612 -1.55424 -0.041 0.005 -0.028
C 1.65755 -2.52500 0.60334 0.076 0.016 -0.051
N 1.02922 -1.45293 1.35639 -0.449 -0.075 -0.201
O 1.62919 -1.02558 2.28634 0.192 0.028 0.214
B -0.20076 0.79852 3.70136 -0.539 0.351 0.428
F -0.75899 -0.39791 3.59624 0.235 -0.107 -0.006
F 0.30736 1.24704 4.80287 0.188 -0.116 -0.192
O -0.30576 1.68327 2.63460 0.323 0.027 0.054
N -0.84817 1.24467 1.46205 -0.239 -0.047 -0.257
C -1.33545 2.16842 0.71370 -0.033 0.071 0.095
C -1.39563 3.60842 1.06314 -0.062 -0.048 -0.043
C 2.87202 -3.12822 1.16517 0.094 -0.058 0.096
H -2.85706 2.13788 -2.45115 -0.011 -0.009 -0.010
H -1.64123 3.32825 -1.95222 0.008 -0.011 -0.004
H -3.18708 3.27427 -1.12223 0.015 0.000 0.012
H 1.09182 -3.70883 -2.53014 -0.002 -0.013 -0.022
H 1.29053 -4.86304 -1.20989 -0.005 0.016 -0.013
H 2.62887 -3.80128 -1.65225 -0.018 0.001 0.001
H -0.75429 3.85018 1.90134 0.044 0.001 0.051
H -2.42737 3.86516 1.33078 0.010 -0.008 -0.003
H -1.13487 4.22197 0.20070 0.006 -0.018 0.007
H 3.31129 -3.84810 0.48156 0.012 0.001 0.028
H 2.63003 -3.64008 2.10534 0.030 0.030 -0.026
H 3.60296 -2.35578 1.42066 -0.010 -0.023 -0.014
N -5.67168 -4.36048 4.51906 0.049 0.035 -0.038
C -4.89473 -3.78115 3.90264 -0.016 -0.008 0.005
C -3.92412 -3.05812 3.13549 -0.048 -0.037 0.052
C -4.22572 -1.79746 2.62028 -0.029 0.011 0.015
C -3.26723 -1.13676 1.89150 -0.002 -0.101 0.022
N -2.04862 -1.66639 1.66315 -0.297 -0.077 -0.111
C -1.75783 -2.88257 2.16053 -0.087 0.009 0.004
C -2.66350 -3.60648 2.89711 0.017 -0.024 0.012
H -5.19346 -1.34509 2.78560 -0.006 -0.005 0.003
H -3.47231 -0.16154 1.46944 0.008 0.005 -0.013
H -0.77300 -3.28197 1.96191 0.016 -0.012 -0.006
H -2.39839 -4.58045 3.28399 -0.007 -0.002 0.001
O 0.92371 0.25614 -0.49281 -0.118 -0.237 -0.015
C 1.80904 0.88844 -1.15523 0.031 0.098 0.098
C 2.85870 1.68056 -0.43822 0.005 -0.036 0.073
C 2.72201 3.19536 -0.68512 -0.009 0.019 -0.043
C 3.32981 3.66668 -2.00352 -0.036 -0.017 -0.013
C 2.68042 3.09217 -3.25969 0.001 0.022 0.049
C 2.75192 1.57624 -3.36049 0.009 -0.016 0.026
N 1.79521 0.87562 -2.46946 -0.023 0.062 -0.108
H 3.85082 1.34956 -0.76017 -0.007 -0.002 -0.006
H 2.76203 1.45420 0.62332 0.008 0.001 -0.009
H 3.22062 3.70742 0.13713 0.005 0.000 0.007
H 1.66304 3.47949 -0.63059 0.011 0.006 0.009
H 4.39497 3.41709 -2.00554 0.005 -0.007 0.000
H 3.27806 4.75408 -2.04284 -0.006 0.028 -0.007
H 3.19094 3.49714 -4.13445 -0.004 0.002 -0.001
H 1.63521 3.40679 -3.34287 0.000 0.018 0.008
H 3.75911 1.21971 -3.13824 -0.001 -0.036 0.007
H 2.51142 1.24898 -4.36909 -0.022 -0.030 0.008
H 1.02444 0.39326 -2.91125 0.019 -0.032 -0.008
```
Positions in Å, forces in eV/Å.

Summary:
ΔE to the lowest compared entry with this formula, charge and spin = 0.0 kcal per mole
energy = -106422.4924 eV
lowest unoccupied orbital energy = -12.512 eV
E_HOMO = -18.67 eV
gap between HOMO and LUMO = 6.154 eV
charge = +3

(3)
C20H27BCrN11O5S | ωB97M-V with the def2-TZVPD basis set

XYZ file:
```
66
Properties=species:S:1:pos:R:3:forces:R:3
Cr 9.40414 10.16524 11.35154 -0.032 0.277 0.309
C 9.29917 12.96444 9.35848 0.499 0.549 -0.031
C 8.37098 11.86831 9.04565 -1.590 -1.884 -0.835
C 7.34077 11.78491 8.04546 0.605 -1.179 1.242
C 6.85641 10.46444 8.15701 0.697 1.063 0.192
N 7.54797 9.78912 9.10130 0.865 3.245 -0.718
N 8.44754 10.69222 9.68631 -0.880 -0.069 -1.883
B 7.36312 8.41513 9.68734 -0.459 0.090 0.501
N 8.71133 7.79563 9.90687 3.906 -2.332 -0.131
C 9.17452 6.55730 9.46238 0.168 1.534 0.668
C 10.54708 6.48663 9.63970 -0.169 1.533 0.566
C 10.92729 7.74809 10.23110 -2.613 -0.975 -0.760
C 12.28258 8.21305 10.57793 0.589 -0.181 0.057
N 9.80756 8.48936 10.39221 0.325 -1.647 -0.885
N 6.62412 8.63399 10.99767 -2.021 -0.644 1.613
C 5.60150 7.86284 11.57686 0.248 1.219 0.683
C 4.99713 8.62082 12.55542 0.835 0.076 -0.707
C 5.68478 9.89254 12.54649 0.799 -1.389 -1.273
C 5.45122 10.99792 13.32416 -0.372 0.347 0.280
N 6.70640 9.83377 11.59163 -1.184 -0.005 0.775
N 6.61012 7.51778 8.76034 -0.717 -1.547 -2.414
C 6.78078 7.41142 7.37462 -0.656 -1.135 1.179
C 6.25335 6.19158 6.96014 -0.088 0.316 1.756
C 5.77664 5.56748 8.18076 1.336 2.510 -0.068
C 5.18099 4.24067 8.36617 -0.139 -0.644 0.300
N 6.01927 6.36934 9.23810 0.045 -0.323 -1.599
H 8.99908 13.85825 8.81055 0.092 0.024 0.116
H 10.32995 12.71428 9.06071 -0.305 0.010 -0.021
H 9.31645 13.17161 10.42648 -0.111 0.114 -0.019
H 7.02160 12.58233 7.39134 -0.044 -0.226 0.002
H 6.05977 9.98077 7.62648 -0.121 -0.051 -0.122
H 8.48920 5.82527 9.07624 -0.102 0.014 -0.118
H 11.24092 5.70279 9.37638 -0.262 -0.072 0.009
H 12.95975 7.99273 9.74543 -0.086 0.128 0.070
H 12.68106 7.65611 11.43785 -0.142 0.233 -0.046
H 12.30638 9.28017 10.78550 0.053 -0.043 0.016
H 5.38986 6.85368 11.27016 0.166 0.212 -0.144
H 4.17279 8.35064 13.19778 0.070 -0.050 -0.112
H 4.66485 10.97414 14.05948 -0.111 -0.075 0.089
H 5.96017 11.93035 13.18770 0.209 0.179 -0.136
H 7.35963 10.37209 13.84141 -0.509 -0.264 -0.026
H 7.26719 8.17588 6.79727 0.069 0.111 0.048
H 6.20816 5.76183 5.97168 0.024 0.208 -0.001
H 4.63626 3.93848 7.47326 -0.099 -0.096 0.098
H 4.52535 4.24503 9.24061 -0.049 -0.053 -0.206
H 5.96415 3.49957 8.56317 -0.120 0.007 -0.113
O 10.08942 11.76777 14.58442 -0.373 0.167 0.177
S 8.90031 11.77165 13.76927 0.416 0.398 -0.981
O 7.86247 12.67458 14.14526 -0.098 0.112 0.010
O 9.26518 11.94467 12.26946 -0.587 -0.145 2.111
O 8.32505 10.26639 13.87389 0.646 1.095 0.183
C 13.04493 10.50630 15.44743 -0.301 -0.224 -0.709
N 12.18665 9.84598 14.45019 0.982 0.084 1.385
C 11.51890 8.57358 14.74025 0.016 0.249 -0.355
C 10.53702 8.50625 13.57154 -0.792 -0.332 -0.760
O 9.73253 7.63126 13.29857 1.020 0.732 0.641
N 10.72199 9.65529 12.80022 0.682 -0.315 0.588
C 11.65975 10.42629 13.37658 -0.462 -0.886 -0.796
N 12.08601 11.56895 12.78542 0.209 -0.181 0.279
H 12.80142 10.12335 16.43749 0.025 -0.021 -0.086
H 12.83570 11.57310 15.44694 0.011 0.088 0.061
H 14.10091 10.33148 15.22430 -0.085 0.026 0.125
H 11.02407 8.56734 15.71801 -0.101 0.232 -0.234
H 12.20136 7.71592 14.72496 0.023 0.200 -0.136
H 11.37902 12.01736 12.19844 0.106 -0.322 0.337
H 12.53226 12.23196 13.40262 0.047 -0.071 -0.038
```
Positions in Å, forces in eV/Å.

Summary:
ΔE to the lowest compared entry with this formula, charge and spin = 0.0 kcal per mole
energy = -87743.9634 eV
lowest unoccupied orbital energy (spin up / spin down) = 0.345 / 0.001 eV
E_HOMO (spin up / spin down) = -6.89 / -8.62 eV
gap between HOMO and LUMO (spin up / spin down) = 7.240 / 8.625 eV
spin multiplicity = 6
<S²> = 8.795